1.
{
  "formula": "C6H12N2O2",
  "method": "ωB97M-V/def2-TZVPD",
  "species": ["C", "C", "C", "O", "C", "C", "H", "H", "H", "H", "H", "H", "H", "H", "N", "C", "O", "N", "H", "H", "H", "H"],
  "coordinates": [[1.167, 0.820, -0.207], [0.991, 1.762, 0.985], [2.262, -0.219, 0.069], [1.538, 1.659, -1.310], [-0.119, 0.103, -0.495], [-0.913, -0.112, -1.454], [1.716, 1.093, -2.072], [1.915, 2.314, 1.134], [0.762, 1.198, 1.889], [0.190, 2.475, 0.788], [2.402, -0.867, -0.800], [1.998, -0.839, 0.925], [3.199, 0.302, 0.269], [-1.385, 0.004, -2.407], [-3.356, -1.234, -0.155], [-0.936, -0.780, 0.808], [-1.973, -1.259, -0.467], [-0.390, -1.733, 1.451], [-3.725, -0.307, -0.362], [-3.796, -1.895, -0.790], [-0.086, -2.488, 0.841], [-1.460, 0.003, 1.358]],
  "mulliken_charge": [1.54, -1.71, -1.55, -0.60, -0.33, -0.32, 0.38, 0.43, 0.41, 0.39, 0.38, 0.41, 0.39, 0.50, -0.46, -0.09, -0.23, -0.74, 0.24, 0.25, 0.26, 0.44],
  "lumo_energy_ev": 0.61,
  "e_homo_ev": -8.22
}

***

2.
{
  "formula": "C6H12N2O2S",
  "method": "ωB97M-V/def2-TZVPD",
  "species": ["C", "C", "C", "C", "C", "C", "N", "N", "O", "O", "S", "H", "H", "H", "H", "H", "H", "H", "H", "H", "H", "H", "H"],
  "coordinates": [[1.584, 0.884, -0.182], [-0.494, -1.206, -1.610], [0.452, -1.752, -0.888], [-0.289, -0.541, -0.297], [1.961, 2.397, -0.111], [-1.187, -0.855, 0.867], [4.483, -1.145, 1.155], [0.263, 0.728, -0.273], [2.328, -0.038, -0.062], [5.416, 0.681, -0.251], [4.553, -0.503, -0.259], [3.114, -2.994, -0.782], [-1.166, -1.588, -2.391], [1.224, -2.397, -0.797], [1.073, 2.884, -0.163], [2.480, 2.678, 0.775], [2.470, 2.674, -0.984], [-2.038, -0.177, 0.979], [-0.567, -0.516, 1.665], [-1.474, -1.913, 0.891], [4.753, -0.416, 1.819], [-0.390, 1.533, -0.349], [3.795, -3.394, -1.098]],
  "mulliken_charge": [0.76, -0.57, -0.36, 0.57, -1.25, -1.27, -0.49, -0.16, -0.52, -0.54, 0.66, -0.22, 0.34, 0.26, 0.45, 0.29, 0.33, 0.33, 0.35, 0.35, 0.26, 0.29, 0.16],
  "lumo_energy_ev": [0.58, 0.58],
  "e_homo_ev": [-9.54, -9.54]
}

***

3.
{
  "formula": "C6H12N2O4S",
  "method": "ωB97M-V/def2-TZVPD",
  "species": ["N", "C", "C", "S", "C", "O", "N", "C", "C", "O", "C", "O", "O", "H", "H", "H", "H", "H", "H", "H", "H", "H", "H", "H", "H"],
  "coordinates": [[-1.695, -0.408, 2.104], [-1.735, 0.452, 0.994], [-1.918, 1.857, 1.279], [-2.480, 2.997, -0.094], [-0.584, 0.254, 0.003], [-0.104, 1.355, -0.288], [-0.234, -1.021, -0.296], [1.164, -1.308, -0.888], [1.591, -0.723, -2.135], [2.623, -1.761, -2.264], [2.049, -0.964, 0.327], [1.664, -0.941, 1.462], [3.360, -0.598, 0.095], [-0.811, -0.457, 2.750], [-2.528, -0.131, 2.497], [-2.647, 0.174, 0.271], [-3.031, 2.121, 1.879], [-1.022, 2.399, 1.661], [-3.649, 3.902, 0.342], [-0.611, -1.724, 0.285], [1.300, -2.457, -0.994], [0.809, -0.830, -3.047], [1.825, 0.346, -2.072], [3.141, -1.611, -3.019], [3.525, -0.924, -0.850]],
  "mulliken_charge": [-0.58, 0.26, -0.76, -0.26, 0.36, -0.70, -0.21, 0.12, -0.61, -0.54, 0.56, -0.53, -0.55, 0.26, 0.31, 0.14, 0.29, 0.31, 0.12, 0.33, 0.33, 0.28, 0.29, 0.32, 0.45],
  "lumo_energy_ev": 0.25,
  "e_homo_ev": -8.71
}

***

4.
{
  "formula": "C6H12N2S",
  "method": "ωB97M-V/def2-TZVPD",
  "species": ["C", "C", "C", "N", "C", "N", "H", "H", "H", "H", "H", "H", "C", "C", "S", "H", "H", "H", "H", "H", "H"],
  "coordinates": [[0.758, 2.584, 2.620], [0.439, 1.163, 2.370], [0.148, 0.742, 1.071], [0.176, -0.715, 1.197], [0.432, -0.981, 2.547], [0.625, 0.154, 3.191], [1.450, 3.043, 1.824], [1.278, 2.633, 3.579], [-0.162, 3.247, 2.755], [-0.114, 1.117, 0.015], [-0.287, -1.273, 0.637], [0.211, -1.923, 2.839], [0.361, -1.461, -2.859], [-0.791, -0.389, -2.748], [-2.559, -1.238, -2.973], [1.228, -0.913, -3.287], [0.120, -2.326, -3.392], [0.700, -1.716, -1.793], [-0.788, 0.220, -1.899], [-0.857, 0.427, -3.493], [-2.368, -2.394, -2.203]],
  "mulliken_charge": [-1.07, 0.47, -0.19, -0.03, -0.35, -0.63, 0.28, 0.35, 0.25, 0.21, 0.23, 0.42, -0.84, -0.35, -0.22, 0.28, 0.38, 0.20, 0.16, 0.36, 0.11],
  "lumo_energy_ev": 0.65,
  "e_homo_ev": -8.58
}

***

5.
{
  "formula": "C6H12N2S",
  "method": "ωB97M-V/def2-TZVPD",
  "species": ["C", "C", "S", "H", "H", "H", "H", "H", "H", "C", "C", "C", "C", "N", "N", "H", "H", "H", "H", "H", "H"],
  "coordinates": [[1.059, 1.767, 1.645], [2.606, 0.593, -0.378], [2.685, 0.996, 1.353], [0.852, 2.383, 0.784], [0.212, 1.087, 1.797], [1.183, 2.287, 2.605], [3.618, 0.306, -0.697], [2.364, 1.439, -1.041], [1.854, -0.184, -0.503], [-2.258, -0.037, 0.933], [-1.612, -1.839, -0.666], [-1.523, -0.512, -0.256], [-0.076, -0.800, -1.821], [-0.609, -2.005, -1.571], [-0.611, 0.156, -1.038], [-2.226, -2.543, -0.157], [-0.550, -2.878, -2.075], [-2.337, 1.029, 1.136], [-1.770, -0.386, 1.869], [0.463, -0.508, -2.697], [-3.325, -0.350, 0.775]],
  "mulliken_spin": [-0.03, -0.02, 0.84, 0.02, 0.04, 0.01, -0.01, 0.03, 0.05, 0.00, 0.04, 0.00, 0.02, 0.00, 0.01, 0.00, 0.00, 0.00, 0.00, 0.00, 0.00],
  "multiplicity": 2,
  "s2": 0.75,
  "charge": 1,
  "lumo_energy_ev": [-2.87, -8.06],
  "e_homo_ev": [-11.98, -11.73]
}

***

6.
{
  "formula": "C6H12N3",
  "method": "ωB97M-V/def2-TZVPD",
  "species": ["C", "C", "C", "N", "N", "C", "C", "N", "C", "H", "H", "H", "H", "H", "H", "H", "H", "H", "H", "H", "H"],
  "coordinates": [[1.795, 0.744, 1.123], [1.163, -0.215, 0.009], [1.891, 0.025, -1.307], [-0.216, 0.206, -0.115], [-0.444, 1.372, -0.605], [-1.762, 1.536, -0.675], [-2.339, 0.373, -0.163], [-1.379, -0.420, 0.219], [-1.658, -1.803, 0.798], [1.537, 0.330, 2.108], [2.800, 0.970, 0.921], [1.409, 1.758, 0.800], [1.220, -1.291, 0.191], [1.734, -0.648, -2.330], [2.999, 0.029, -1.130], [1.709, 1.039, -1.584], [-2.257, 2.437, -0.935], [-3.260, -0.037, -0.221], [-2.495, -2.336, 0.423], [-0.733, -2.348, 0.610], [-1.716, -1.721, 1.865]],
  "mulliken_charge": [-1.24, 0.57, -1.46, 1.13, -0.86, -0.53, -0.01, -0.18, -0.78, 0.32, 0.43, 0.38, 0.25, 0.28, 0.39, 0.43, 0.43, 0.43, 0.34, 0.34, 0.35],
  "charge": 1,
  "lumo_energy_ev": -3.80,
  "e_homo_ev": -14.75
}

***

7.
{
  "formula": "C6H12N3",
  "method": "ωB97M-V/def2-TZVPD",
  "species": ["C", "C", "C", "C", "C", "C", "N", "N", "N", "H", "H", "H", "H", "H", "H", "H", "H", "H", "H", "H", "H"],
  "coordinates": [[-0.286, 1.516, 0.088], [-0.521, -2.859, -0.754], [-0.083, -1.861, -1.505], [0.524, 0.540, -1.757], [-0.564, 0.067, 0.174], [-0.658, 2.591, 1.071], [0.318, 1.742, -1.020], [-0.176, -0.526, -1.003], [0.863, -0.397, 1.968], [-0.573, -3.818, -1.141], [-1.171, -2.864, 0.056], [0.511, -1.923, -2.434], [0.088, 0.689, -2.679], [1.652, 0.331, -1.892], [-1.380, -0.470, 0.493], [-1.030, 3.500, 0.422], [0.404, 2.867, 1.529], [-1.279, 2.260, 1.906], [0.591, -0.259, 2.892], [1.607, 0.205, 1.747], [1.163, -1.332, 1.837]],
  "mulliken_charge": [0.48, -0.92, 0.18, -0.66, -0.04, -1.11, -0.46, 0.13, -0.63, 0.33, 0.31, 0.35, 0.43, 0.37, 0.52, 0.35, 0.27, 0.33, 0.24, 0.28, 0.25],
  "charge": 1,
  "lumo_energy_ev": -4.84,
  "e_homo_ev": -13.74
}

***

8.
{
  "formula": "C6H12N3",
  "method": "ωB97M-V/def2-TZVPD",
  "species": ["C", "C", "C", "C", "C", "C", "N", "N", "N", "H", "H", "H", "H", "H", "H", "H", "H", "H", "H", "H", "H"],
  "coordinates": [[-1.455, 2.738, -0.797], [-1.493, 1.430, -0.468], [0.582, 2.128, -0.195], [-0.165, -1.509, -1.008], [1.613, -1.117, 0.907], [0.193, -1.225, 0.380], [-0.212, 3.188, -0.488], [-0.208, 1.079, -0.077], [-0.758, -1.325, 1.332], [-2.246, 3.329, -1.186], [-2.371, 0.865, -0.702], [1.708, 2.111, 0.055], [-1.139, -2.052, -1.138], [-0.155, -0.498, -1.488], [0.657, -2.127, -1.416], [1.707, -2.120, 1.491], [1.635, -0.284, 1.708], [2.350, -0.989, 0.114], [-0.020, 4.171, -0.526], [-0.600, -1.043, 2.309], [-1.717, -1.666, 1.068]],
  "mulliken_charge": [-0.29, -0.49, -0.28, -1.32, -1.36, 1.28, -0.10, -0.14, -0.31, 0.41, 0.35, 0.33, 0.37, 0.36, 0.37, 0.38, 0.36, 0.37, 0.19, 0.25, 0.28],
  "charge": 1,
  "lumo_energy_ev": -3.47,
  "e_homo_ev": -12.76
}